No. 1
Below is the molecule C15H21ClN2O3S in a non-equilibrium geometry, with properties calculated with wB97M-V/def2-TZVPD.

- HOMO-LUMO gap: 9.1 eV
- Energy relative to the best compared isomer or geometry (same formula, charge and spin): 3.4 kcal/mol
- Total energy: -1777.8227 Eh
- HOMO: -8.80 eV
- SMILES: CS(=O)(=O)N1CCC[C@@H](C(=O)NCCc2ccc(Cl)cc2)C1

```
43
C15H21ClN2O3S, DFT wB97M-V/def2-TZVPD
C -3.69 -1.35 -1.73
H -3.57 -1.51 -2.80
H -4.08 -2.24 -1.26
H -4.31 -0.49 -1.53
S -2.05 -1.03 -1.03
O -1.59 0.22 -1.58
O -1.24 -2.19 -1.23
N -2.45 -0.82 0.58
C -2.21 0.48 1.17
H -2.96 0.62 1.95
C -0.79 0.60 1.78
C 0.03 1.80 1.30
O 0.70 2.45 2.08
N -0.02 2.05 -0.02
H -0.53 1.43 -0.64
C 0.88 2.99 -0.65
H 1.55 3.36 0.14
H 0.31 3.84 -1.05
C 1.67 2.32 -1.78
C 2.29 1.04 -1.29
C 3.36 1.06 -0.40
C 3.88 -0.11 0.11
C 3.33 -1.32 -0.27
C 2.26 -1.37 -1.15
C 1.75 -0.19 -1.66
H 0.91 -0.23 -2.33
H 1.82 -2.32 -1.43
Cl 3.96 -2.79 0.39
H 4.71 -0.09 0.80
H 3.79 2.01 -0.11
H 0.99 2.10 -2.60
H 2.44 3.01 -2.13
C 0.01 -0.67 1.47
C -0.73 -1.89 2.00
C -2.16 -1.94 1.44
H -2.90 -1.93 2.25
H -2.31 -2.84 0.84
H -0.18 -2.79 1.71
H -0.75 -1.85 3.09
H 1.00 -0.60 1.91
H 0.13 -0.77 0.39
H -0.86 0.70 2.87
H -2.38 1.22 0.40
```

No. 2
Below is a structure of composition C15H21ClN4OS in a non-equilibrium geometry, with properties calculated with wB97M-V/def2-TZVPD.

- HOMO-LUMO gap: 8.1 eV
- Energy relative to the best compared isomer or geometry (same formula, charge and spin): 333.4 kcal/mol
- Total energy: -1736.2671 Eh
- HOMO: -7.86 eV

```
43
C15H21ClN4OS, DFT wB97M-V/def2-TZVPD
C 3.72 3.06 0.54
C 3.01 1.87 0.97
C 3.82 0.67 1.02
C 4.01 -0.05 -0.35
O 2.80 -0.51 -1.19
C 1.97 -1.49 -0.63
C 2.31 -2.51 0.39
C 1.53 -3.42 0.39
C 0.26 -3.49 -0.20
C -0.04 -2.60 -1.03
C 0.71 -1.30 -1.30
C 0.25 -0.34 -2.37
H -0.45 -0.93 -3.02
H 1.21 0.02 -2.82
S -0.27 1.01 -1.48
C -1.94 0.44 -0.89
N -2.44 -0.74 -1.45
N -3.75 -0.67 -0.90
C -3.75 0.50 -0.23
N -2.73 1.18 -0.04
N -2.49 2.26 0.51
H -1.60 2.34 1.08
H -2.58 3.22 0.09
C -5.12 0.80 0.79
H -5.67 1.61 -0.21
C -5.79 -0.46 0.97
H -6.77 -0.37 1.51
H -6.11 -0.86 0.05
H -5.37 -1.18 1.72
H -4.69 1.25 1.59
H -1.04 -2.49 -1.54
Cl -0.78 -4.85 0.13
H 1.88 -4.16 1.24
H 3.33 -2.47 0.70
H 4.57 -0.96 -0.23
H 4.50 0.92 -0.92
H 4.64 0.78 1.38
H 3.10 -0.13 1.91
H 1.98 1.76 0.33
H 2.36 2.24 2.06
H 3.14 3.89 0.64
H 3.86 2.97 -0.32
H 4.44 3.18 1.12
```

No. 3
Below is a structure of composition C15H21CuN3O3PSTe in a non-equilibrium geometry, with properties calculated with wB97M-V/def2-TZVPD.

- HOMO-LUMO gap (alpha / beta): 6.2 / 6.6 eV
- Total charge: -1
- Energy relative to the best compared isomer or geometry (same formula, charge and spin): 5.2 kcal/mol
- 2S+1: 2
- Total energy: -3622.3442 Eh
- HOMO (alpha / beta): -3.80 / -4.24 eV
- ⟨S²⟩: 0.7603

```
46
C15H21CuN3O3PSTe, DFT wB97M-V/def2-TZVPD
Cu 1.12 0.79 -0.32
S 5.73 0.10 -0.46
C 4.16 0.40 -0.64
N 2.98 0.56 -0.75
C 1.44 2.66 0.43
C 0.91 2.75 1.80
C 1.45 1.96 2.83
C 1.14 2.23 4.17
C 0.28 3.32 4.46
C -0.35 4.07 3.48
C 0.02 3.81 2.17
H 2.55 2.65 0.43
H 0.92 3.28 -0.31
H 2.18 1.15 2.59
H 1.58 1.59 4.98
H 0.03 3.44 5.53
H -1.06 4.90 3.78
H -0.36 4.43 1.36
C 2.93 -3.29 -1.27
C 1.57 -3.79 -1.74
O 0.58 -3.58 -0.73
P -0.11 -2.10 -0.47
O 0.67 -0.92 -1.03
Te -0.74 -2.01 1.90
O -1.53 -2.18 -1.19
C -2.63 -3.13 -0.88
C -3.46 -3.16 -2.12
H 3.66 -3.91 -1.79
H 3.06 -3.40 -0.19
H 3.15 -2.28 -1.53
H 1.62 -4.85 -1.89
H 1.25 -3.32 -2.67
H -3.17 -2.74 0.00
H -2.22 -4.08 -0.56
H -3.82 -2.15 -2.41
H -4.33 -3.78 -2.03
H -2.86 -3.54 -2.95
N -2.95 1.46 -1.00
C -2.42 1.80 -2.25
C -1.05 1.71 -2.11
N -0.77 1.41 -0.82
C -1.92 1.30 -0.15
H -3.93 1.51 -0.60
H -2.97 2.02 -3.15
H -0.26 1.98 -2.77
H -2.05 0.95 0.88
```

No. 4
Below is a cluster of 2 separate species, C15H21F5NO2S2 in total, with properties calculated with wB97M-V/def2-TZVPD.

- HOMO-LUMO gap: 8.6 eV
- Total charge: +1
- Total energy: -2084.8689 Eh
- HOMO: -12.03 eV

```
46
C15H21F5NO2S2, DFT wB97M-V/def2-TZVPD
C -5.51 0.95 2.29
C -4.39 0.00 1.98
O -4.02 -0.24 0.85
O -3.80 -0.63 3.05
C -2.86 0.20 3.74
C -1.44 -0.37 3.59
C -1.26 -1.16 2.27
S 0.21 -0.56 1.39
S 0.93 -2.24 0.45
C -0.53 0.52 0.12
C -0.53 1.97 0.62
C -0.32 2.96 -0.52
C 1.15 3.07 -0.92
F 1.75 4.08 -0.22
F 1.85 1.92 -0.62
C 1.36 3.34 -2.42
F 2.65 3.37 -2.73
F 0.77 2.37 -3.13
F 0.80 4.51 -2.74
H -6.43 0.47 1.97
H -5.38 1.84 1.68
H -5.60 1.18 3.35
H -3.13 0.24 4.80
H -2.90 1.23 3.38
H -1.20 -1.05 4.42
H -0.74 0.46 3.65
H -1.12 -2.22 2.47
H -2.09 -1.02 1.58
H 2.09 -1.68 0.05
H 0.06 0.39 -0.78
H -1.53 0.15 -0.06
H 0.28 2.10 1.34
H -1.46 2.18 1.16
H -0.93 2.67 -1.38
H -0.64 3.95 -0.22
N 3.12 -3.60 -1.86
C 2.56 -3.01 -2.92
C 3.27 -2.63 -4.05
C 4.64 -2.86 -4.08
C 5.23 -3.47 -2.98
C 4.44 -3.82 -1.90
H 1.49 -2.85 -2.86
H 2.77 -2.16 -4.88
H 5.23 -2.58 -4.94
H 6.29 -3.68 -2.96
H 4.86 -4.31 -1.04
```

No. 5
Below is a cluster of 4 separate species, C15H21F8NO12P in total in a non-equilibrium geometry, with properties calculated with wB97M-V/def2-TZVPD.

- HOMO-LUMO gap: 8.1 eV
- Total charge: +1
- Total energy: -2681.6955 Eh
- HOMO: -13.06 eV

```
58
C15H21F8NO12P, DFT wB97M-V/def2-TZVPD
C 3.84 1.75 1.34
C 3.47 1.80 -0.26
C 2.54 0.57 -0.81
C 2.45 0.76 -2.47
N 1.13 0.50 -0.29
C 0.90 -0.40 0.90
F 2.11 -0.87 1.60
F -0.01 0.16 1.94
C 0.12 -1.78 0.35
F 0.83 -2.46 -0.75
F -1.28 -1.36 -0.02
F -0.06 -2.76 1.48
P 0.34 2.12 -0.07
O -1.27 1.94 -0.10
O 0.86 2.96 1.36
O 0.67 3.22 -1.43
H 4.18 2.86 1.62
H 2.94 1.51 2.05
H 4.80 1.08 1.54
H 4.51 1.70 -0.83
H 3.08 2.88 -0.50
H 3.17 -0.43 -0.67
H 1.37 1.11 -2.82
H 3.19 1.63 -2.80
H 2.82 -0.21 -3.03
H 0.56 0.07 -1.09
H 1.09 3.92 1.12
H -0.18 3.29 -1.97
C 0.62 -4.49 4.12
C 0.12 -5.00 5.43
O 1.31 -5.33 6.13
C 2.25 -4.48 5.64
O 3.32 -4.26 6.19
O 1.85 -3.88 4.48
F -0.60 -6.14 5.26
H 0.81 -5.29 3.40
H -0.06 -3.76 3.67
H -0.46 -4.28 6.01
C -1.33 -1.38 -3.32
C -1.30 -2.20 -4.57
O -0.61 -1.39 -5.48
C 0.23 -0.63 -4.72
O 1.18 -0.01 -5.16
O -0.12 -0.67 -3.40
F -2.55 -2.41 -5.04
H -2.17 -0.68 -3.30
H -1.37 -2.00 -2.42
H -0.78 -3.16 -4.46
C -4.16 3.32 0.26
C -4.34 3.99 -1.06
O -5.65 3.64 -1.44
C -6.32 3.47 -0.27
O -7.54 3.42 -0.18
O -5.47 3.35 0.80
F -3.48 3.49 -1.98
H -3.84 2.28 0.16
H -3.46 3.85 0.90
H -4.25 5.08 -1.03
```

No. 6
Below is the molecule C15H21N3O2S, with properties calculated with wB97M-V/def2-TZVPD.

- HOMO-LUMO gap: 9.7 eV
- Energy relative to the best compared isomer or geometry (same formula, charge and spin): 37.7 kcal/mol
- Total energy: -1297.1288 Eh
- HOMO: -9.04 eV
- SMILES: C/C(CC(=O)NC1CCCC1)=N\NC(=O)Cc1cccs1

```
42
C15H21N3O2S, DFT wB97M-V/def2-TZVPD
C -1.05 -2.65 -1.28
C -0.79 -2.45 0.18
N 0.33 -2.17 0.72
N 1.42 -1.86 -0.08
C 1.41 -0.80 -0.93
O 0.41 -0.17 -1.20
C 2.79 -0.48 -1.50
C 3.74 -0.14 -0.40
C 4.73 -0.90 0.13
C 5.40 -0.27 1.20
C 4.90 0.95 1.48
S 3.60 1.38 0.43
H 5.22 1.65 2.23
H 6.22 -0.72 1.74
H 4.99 -1.88 -0.24
H 3.16 -1.35 -2.05
H 2.67 0.36 -2.19
H 2.30 -2.16 0.32
C -1.96 -2.50 1.10
H -2.59 -3.37 0.91
H -1.62 -2.52 2.13
C -2.86 -1.25 0.94
O -4.04 -1.30 1.21
N -2.22 -0.15 0.53
H -1.24 -0.18 0.28
C -2.87 1.13 0.34
H -3.93 0.97 0.57
C -2.26 2.21 1.26
H -1.71 1.75 2.09
C -1.37 3.04 0.35
C -2.17 3.09 -0.95
H -1.57 3.41 -1.80
H -3.01 3.76 -0.84
C -2.65 1.65 -1.09
H -3.56 1.57 -1.70
H -1.87 1.05 -1.57
H -1.16 4.03 0.76
H -0.42 2.53 0.18
H -3.05 2.83 1.68
H -0.19 -3.11 -1.76
H -1.93 -3.27 -1.42
H -1.22 -1.69 -1.77
```

No. 7
Below is a cluster of 2 separate species, C15H21N3O5 in total in a non-equilibrium geometry, with properties calculated with wB97M-V/def2-TZVPD.

- HOMO-LUMO gap: 8.1 eV
- Energy relative to the best compared isomer or geometry (same formula, charge and spin): 45.8 kcal/mol
- Total energy: -1124.6569 Eh
- HOMO: -8.83 eV

```
44
C15H21N3O5, DFT wB97M-V/def2-TZVPD
O 2.15 5.69 -1.18
O -1.76 -2.51 -3.07
O -2.24 -4.13 2.24
O 4.36 5.40 -1.18
O 2.58 1.93 -1.40
C 3.21 5.21 -0.70
C -1.29 -2.67 -1.96
C -2.68 -3.37 1.38
C 3.08 4.37 0.52
C 1.95 0.24 0.19
C 0.26 1.43 -1.13
C 0.93 -0.50 0.82
C -0.75 0.66 -0.51
C 1.61 1.21 -0.79
C -0.42 -0.30 0.46
N -4.01 -3.33 1.20
N -2.05 -2.45 -0.89
N 1.89 4.12 1.00
C 0.14 -3.14 -1.80
C 4.29 3.79 1.21
C -4.81 -2.50 0.30
C -1.51 -1.13 1.12
C -1.69 -2.55 0.53
H 3.36 1.40 -1.61
H 2.98 0.08 0.45
H 0.02 2.16 -1.88
H 1.18 -1.24 1.56
H -1.79 0.82 -0.80
H -4.51 -3.96 1.81
H -2.99 -2.17 -1.11
H 1.73 3.51 1.80
H 1.08 4.49 0.49
H 0.71 -2.39 -1.26
H 0.57 -3.28 -2.79
H 0.16 -4.09 -1.26
H 4.01 3.23 2.11
H 4.98 4.59 1.49
H 4.81 3.12 0.53
H -5.84 -2.47 0.65
H -4.43 -1.47 0.29
H -4.80 -2.91 -0.71
H -1.26 -1.23 2.18
H -2.45 -0.59 1.06
H -0.73 -3.06 0.63
```

No. 8
Below is the molecule C15H21NO3S, with properties calculated with wB97M-V/def2-TZVPD.

- HOMO-LUMO gap: 9.4 eV
- Energy relative to the best compared isomer or geometry (same formula, charge and spin): 0.1 kcal/mol
- Total energy: -1262.8940 Eh
- HOMO: -8.96 eV
- SMILES: CC[C@@H](C)NC(=O)COC(=O)c1csc2c1CCCC2

```
41
C15H21NO3S, DFT wB97M-V/def2-TZVPD
C -5.40 -2.18 0.30
C -4.20 -1.55 -0.40
H -3.46 -2.32 -0.62
H -4.53 -1.11 -1.35
C -3.55 -0.44 0.43
N -2.58 0.28 -0.38
C -2.76 1.54 -0.81
O -3.75 2.21 -0.60
C -1.58 2.09 -1.62
H -1.92 2.29 -2.64
H -1.27 3.04 -1.16
O -0.48 1.21 -1.70
C 0.55 1.42 -0.84
O 0.57 2.33 -0.05
C 1.60 0.42 -1.01
C 1.52 -0.63 -1.89
S 2.90 -1.63 -1.85
C 3.62 -0.64 -0.61
C 2.82 0.40 -0.27
C 3.22 1.39 0.78
C 4.72 1.29 1.08
C 5.13 -0.16 1.28
H 6.16 -0.22 1.61
C 4.96 -0.94 -0.03
H 5.07 -2.01 0.14
H 5.74 -0.64 -0.74
H 4.50 -0.61 2.05
H 4.95 1.87 1.97
H 5.28 1.71 0.25
H 2.96 2.40 0.45
H 2.64 1.20 1.68
H 0.72 -0.85 -2.57
H -1.74 -0.21 -0.64
C -2.87 -0.96 1.69
H -2.36 -0.15 2.20
H -2.13 -1.72 1.43
H -3.59 -1.39 2.37
H -4.32 0.30 0.70
H -5.10 -2.71 1.20
H -5.88 -2.90 -0.37
H -6.13 -1.42 0.56
```

> Look up the total energy of the fifth one.

-2681.6955 Eh

What did the fourth record say?
Below is a cluster of 2 separate species, C15H21F5NO2S2 in total, with properties calculated with wB97M-V/def2-TZVPD.

- HOMO-LUMO gap: 8.6 eV
- Total charge: +1
- Total energy: -2084.8689 Eh
- HOMO: -12.03 eV

```
46
C15H21F5NO2S2, DFT wB97M-V/def2-TZVPD
C -5.51 0.95 2.29
C -4.39 0.00 1.98
O -4.02 -0.24 0.85
O -3.80 -0.63 3.05
C -2.86 0.20 3.74
C -1.44 -0.37 3.59
C -1.26 -1.16 2.27
S 0.21 -0.56 1.39
S 0.93 -2.24 0.45
C -0.53 0.52 0.12
C -0.53 1.97 0.62
C -0.32 2.96 -0.52
C 1.15 3.07 -0.92
F 1.75 4.08 -0.22
F 1.85 1.92 -0.62
C 1.36 3.34 -2.42
F 2.65 3.37 -2.73
F 0.77 2.37 -3.13
F 0.80 4.51 -2.74
H -6.43 0.47 1.97
H -5.38 1.84 1.68
H -5.60 1.18 3.35
H -3.13 0.24 4.80
H -2.90 1.23 3.38
H -1.20 -1.05 4.42
H -0.74 0.46 3.65
H -1.12 -2.22 2.47
H -2.09 -1.02 1.58
H 2.09 -1.68 0.05
H 0.06 0.39 -0.78
H -1.53 0.15 -0.06
H 0.28 2.10 1.34
H -1.46 2.18 1.16
H -0.93 2.67 -1.38
H -0.64 3.95 -0.22
N 3.12 -3.60 -1.86
C 2.56 -3.01 -2.92
C 3.27 -2.63 -4.05
C 4.64 -2.86 -4.08
C 5.23 -3.47 -2.98
C 4.44 -3.82 -1.90
H 1.49 -2.85 -2.86
H 2.77 -2.16 -4.88
H 5.23 -2.58 -4.94
H 6.29 -3.68 -2.96
H 4.86 -4.31 -1.04
```